C32H27IN2O6ReSSbSe as an isolated structure, computed with ωB97M-V/def2-TZVPD.

## Properties
E_LUMO (alpha / beta) in eV: -3.7 / -4.5
⟨S²⟩: 3.770
Highest occupied orbital energy (alpha / beta) in eV: -11.0 / -11.3

```
! wB97M-V def2-TZVPD RIJCOSX def2/J DEFGRID3
* xyz 1 4
Re -1.120 0.747 1.551
C 2.692 -1.816 0.704
C 2.883 -0.462 1.304
N 4.078 -0.137 1.743
C 4.298 1.060 2.298
C 3.331 2.027 2.429
C 3.674 3.359 3.047
O 3.445 4.452 2.161
C 2.025 1.716 1.969
C 1.029 2.754 2.029
N -0.235 2.659 1.727
C -0.993 3.873 1.749
C -0.408 5.089 1.394
C -1.132 6.266 1.466
C -2.455 6.253 1.875
C -3.068 5.051 2.187
C -2.339 3.876 2.111
I -3.319 2.061 2.501
C 1.794 0.444 1.414
O 0.631 0.059 0.942
H 2.384 -2.515 1.480
H 3.634 -2.147 0.273
H 1.914 -1.797 -0.067
H 5.311 1.241 2.641
H 4.713 3.337 3.382
H 3.060 3.551 3.929
H 4.195 4.531 1.562
H 1.391 3.728 2.334
H 0.615 5.114 1.043
H -0.657 7.197 1.188
H -3.020 7.173 1.933
H -4.108 5.030 2.480
S -1.888 0.726 -0.716
Sb -1.066 -1.332 -1.466
C -1.389 -2.982 -0.224
C -2.721 -3.316 0.008
C -3.014 -4.366 0.862
C -1.984 -5.067 1.476
C -0.662 -4.729 1.237
C -0.357 -3.677 0.387
C -2.226 -1.694 -3.175
C -2.542 -3.001 -3.525
C -3.210 -3.250 -4.715
C -3.558 -2.197 -5.548
C -3.239 -0.892 -5.195
C -2.568 -0.637 -4.010
C 0.884 -1.031 -2.186
C 1.491 -2.056 -2.903
C 2.750 -1.850 -3.449
C 3.385 -0.627 -3.281
C 2.768 0.394 -2.572
C 1.513 0.196 -2.018
H -3.526 -2.762 -0.462
H -4.044 -4.631 1.056
H -2.218 -5.878 2.152
H 0.136 -5.270 1.727
H 0.678 -3.398 0.229
H -2.285 -3.827 -2.872
H -3.461 -4.267 -4.988
H -4.080 -2.393 -6.474
H -3.514 -0.072 -5.844
H -2.322 0.383 -3.738
H 0.996 -3.010 -3.045
H 3.231 -2.641 -4.007
H 4.367 -0.469 -3.708
H 3.265 1.346 -2.451
H 1.026 0.989 -1.461
O 0.385 -2.252 3.057
Se -0.940 -1.433 3.335
O -1.950 -1.929 4.433
O -1.776 -1.124 1.839
O -0.578 0.253 3.454
*
```

A 2-piece molecular cluster, C32H27N2O2 overall at a distorted geometry, computed with ωB97M-V/def2-TZVPD.

## Properties
E_LUMO in eV: -5.6
Highest occupied orbital energy in eV: -9.7

```
! wB97M-V def2-TZVPD RIJCOSX def2/J DEFGRID3
* xyz 1 1
H -1.151 0.145 0.690
C -1.347 0.198 1.796
H -2.393 0.547 1.917
C -1.222 -1.140 2.437
C -0.124 -1.490 3.133
N 0.763 -0.550 3.580
C 1.995 -0.946 4.216
C 2.939 -1.646 3.454
C 4.154 -2.011 4.036
C 4.367 -1.801 5.404
C 3.393 -1.147 6.171
C 2.236 -0.643 5.563
C 0.501 0.786 3.356
C -0.406 1.187 2.432
C -0.422 2.649 2.157
N -1.359 3.130 1.243
O 0.404 3.399 2.679
H -2.016 -1.865 2.299
H 0.102 -2.509 3.457
H 2.713 -1.866 2.405
H 4.921 -2.477 3.419
H 5.294 -2.149 5.870
H 3.529 -1.028 7.245
H 1.493 -0.065 6.123
H 1.128 1.477 3.927
H -2.242 2.642 1.123
H -1.455 4.143 1.304
C 4.805 -1.452 -3.100
O 4.183 -0.392 -2.332
C 2.841 -0.375 -2.123
C 2.337 0.701 -1.344
C 0.987 0.868 -1.145
C 0.057 -0.026 -1.727
C -1.350 0.257 -1.799
C -2.349 -0.748 -2.112
C -3.519 -0.083 -2.612
C -4.502 -0.798 -3.282
C -4.417 -2.198 -3.323
C -3.325 -2.863 -2.745
C -2.273 -2.140 -2.183
C -3.279 1.353 -2.555
C -1.951 1.564 -2.030
C -1.411 2.851 -2.073
C -2.205 3.915 -2.515
C -3.461 3.680 -3.098
C -3.985 2.382 -3.160
C 0.583 -1.133 -2.437
C 1.931 -1.323 -2.647
H 5.875 -1.240 -3.023
H 4.590 -2.440 -2.666
H 4.491 -1.406 -4.152
H 3.042 1.423 -0.948
H 0.615 1.687 -0.533
H -5.291 -0.250 -3.799
H -5.187 -2.773 -3.831
H -3.262 -3.950 -2.763
H -1.405 -2.656 -1.784
H -0.390 3.019 -1.745
H -1.819 4.933 -2.450
H -4.019 4.503 -3.539
H -4.907 2.146 -3.695
H -0.089 -1.839 -2.913
H 2.263 -2.169 -3.250
*
```

C32H28BrF12IrN3O3SSe as an isolated structure, computed with ωB97M-V/def2-TZVPD.

## Properties
E_LUMO (alpha / beta) in eV: 2.0 / 1.6
⟨S²⟩: 6.048
Highest occupied orbital energy (alpha / beta) in eV: -3.5 / -4.1

```
! wB97M-V def2-TZVPD RIJCOSX def2/J DEFGRID3
* xyz -1 5
Ir 0.762 1.927 -2.005
C 1.393 -5.990 -3.302
C 1.328 -4.760 -2.439
C 0.988 -4.824 -1.099
C 0.917 -3.673 -0.334
C 1.182 -2.416 -0.874
N 0.949 -1.263 -0.035
C 1.965 -0.796 0.842
C 3.311 -1.386 0.713
C 4.244 -1.138 1.655
C 3.966 -0.217 2.689
C 4.959 0.023 3.785
C 2.816 0.593 2.595
C 1.866 0.490 1.608
C 0.876 1.643 1.275
O 1.199 2.205 0.120
C -0.702 1.344 1.447
F -1.380 2.371 0.919
F -0.846 0.773 -1.033
F -0.989 1.345 2.775
C 1.054 2.852 2.310
F 2.267 3.395 2.184
F 0.179 3.836 2.038
F 0.877 2.589 3.629
C 1.526 -2.327 -2.231
C 1.594 -3.505 -2.971
C 1.854 -0.971 -2.882
O 1.830 0.029 -1.992
C 0.837 -0.729 -4.036
F -0.413 -0.827 -3.572
F 0.975 0.479 -4.583
F 0.939 -1.615 -5.058
C 3.306 -1.013 -3.463
F 4.169 -1.327 -2.480
F 3.667 0.169 -3.950
F 3.528 -1.915 -4.448
H 1.404 -6.896 -2.696
H 2.289 -5.988 -3.926
H 0.531 -6.047 -3.971
H 0.779 -5.782 -0.634
H 0.661 -3.747 0.710
H 3.494 -2.045 -0.123
H 5.213 -1.621 1.610
H 5.477 -0.897 4.060
H 4.476 0.427 4.675
H 5.720 0.744 3.470
H 2.753 1.372 3.330
H 1.865 -3.443 -4.013
C -3.143 0.453 0.066
S -1.605 -0.208 0.750
O 0.968 -1.715 1.377
C -2.334 -0.815 2.297
C -1.940 -2.085 2.687
C -2.505 -2.671 3.815
C -3.461 -1.989 4.547
C -3.859 -0.715 4.154
C -3.299 -0.130 3.032
H -3.938 -0.222 0.371
H -2.989 0.480 -1.007
H -3.327 1.459 0.435
H -1.184 -2.605 2.116
H -2.192 -3.662 4.116
H -3.898 -2.444 5.427
H -4.602 -0.176 4.726
H -3.603 0.866 2.738
Br 2.010 3.636 -3.254
C -0.639 4.782 -0.879
N -2.025 4.334 -0.867
C -2.930 4.617 0.129
C -4.089 4.008 -0.190
N -3.872 3.336 -1.378
C -4.866 2.587 -2.113
C -2.594 3.534 -1.802
Se -1.824 2.836 -3.318
H -0.594 5.763 -0.407
H -0.297 4.842 -1.909
H -0.005 4.073 -0.345
H -2.660 5.213 0.982
H -5.037 3.983 0.316
H -5.396 3.228 -2.818
H -5.573 2.152 -1.408
H -4.357 1.805 -2.675
*
```

C32H28FGaN8O5 as an isolated structure at a distorted geometry, computed with ωB97M-V/def2-TZVPD.

## Properties
E_LUMO in eV: -2.5
Highest occupied orbital energy in eV: -6.7

```
! wB97M-V def2-TZVPD RIJCOSX def2/J DEFGRID3
* xyz 0 1
Ga -1.450 1.070 -2.909
O -3.214 0.453 -3.370
C -3.678 -0.649 -2.757
C -4.977 -0.695 -2.255
C -5.468 -1.787 -1.575
C -4.675 -2.926 -1.518
C -3.420 -2.984 -2.076
C -2.865 -1.843 -2.643
C -1.579 -1.877 -3.279
N -0.858 -0.821 -3.392
N 0.243 -0.869 -4.189
C 0.366 0.348 -4.746
O -0.333 1.406 -4.533
C 1.566 0.492 -5.634
C 2.664 -0.357 -5.463
C 3.794 -0.100 -6.214
C 3.783 0.934 -7.183
C 2.646 1.686 -7.435
C 1.559 1.528 -6.609
H -5.529 0.223 -2.346
H -6.435 -1.777 -1.109
H -5.109 -3.806 -1.068
H -2.845 -3.875 -2.037
H -1.188 -2.757 -3.756
H 2.603 -1.217 -4.813
H 4.699 -0.703 -6.061
H 4.619 1.126 -7.857
H 2.608 2.393 -8.274
H 0.666 2.114 -6.761
C 2.904 2.786 2.027
C 1.457 3.402 2.280
N 0.449 2.669 1.512
C -0.084 3.296 0.457
C -1.003 2.788 -0.412
C -1.505 3.588 -1.589
O -1.573 4.760 -1.464
O -1.641 2.894 -2.640
C -1.486 1.493 -0.152
O -2.168 0.806 -0.984
C -1.057 0.895 1.107
C -1.627 -0.349 1.429
C -1.250 -0.928 2.586
F -1.812 -2.064 3.005
C -0.161 -0.401 3.349
C 0.412 0.739 2.978
C -0.087 1.459 1.886
N 0.392 -1.056 4.434
C 0.676 -2.489 4.328
C 1.719 -2.899 5.294
N 1.247 -2.487 6.648
C 0.753 -1.103 6.779
C -0.229 -0.745 5.657
H 3.633 3.085 2.760
H 3.215 3.084 1.035
H 2.745 1.695 2.065
H 1.443 4.460 1.948
H 1.245 3.408 3.318
H 0.202 4.361 0.327
H -2.479 -0.725 0.850
H 1.299 0.988 3.514
H 1.095 -2.715 3.267
H -0.317 -2.995 4.460
H 2.647 -2.353 5.102
H 1.890 -3.940 5.222
H 2.280 -2.621 7.478
H 0.420 -3.147 6.912
H 1.617 -0.484 6.732
H 0.367 -0.904 7.784
H -0.362 0.291 5.768
H -1.203 -1.259 5.861
N 0.552 0.838 -1.723
C 1.351 0.394 -1.035
N 2.213 -0.117 -0.223
C 1.917 -1.134 0.603
N 1.706 -1.992 1.322
*
```

C32H29ClIrN5O2S as an isolated structure, computed with ωB97M-V/def2-TZVPD.

## Properties
E_LUMO (alpha / beta) in eV: -9.5 / -11.4
⟨S²⟩: 0.764
Highest occupied orbital energy (alpha / beta) in eV: -16.1 / -16.1

```
! wB97M-V def2-TZVPD RIJCOSX def2/J DEFGRID3
* xyz 3 2
Ir 0.405 0.063 0.456
Cl 7.109 -1.058 3.143
C 5.681 -0.192 2.770
C 5.753 1.090 2.246
C 4.585 1.793 1.989
C 3.339 1.225 2.205
O 2.158 0.794 -0.156
C 3.275 -0.085 2.682
C 2.074 -0.898 2.852
N 1.058 -1.052 2.071
C 0.162 -2.162 2.381
C 0.433 -3.141 3.321
C -0.495 -4.145 3.547
C -1.640 -4.200 2.785
C -1.896 -3.296 1.744
C -3.064 -3.651 0.922
C -3.321 -3.294 -0.332
C -2.427 -2.406 -1.103
N -0.995 -1.171 0.635
C -0.981 -2.244 1.577
C 4.444 -0.772 3.012
H 6.718 1.543 2.067
H 4.667 2.807 1.618
H 2.127 -1.558 3.708
H 1.352 -3.161 3.886
H -0.303 -4.897 4.300
H -2.353 -4.997 2.950
H -3.756 -4.331 1.405
H -4.208 -3.660 -0.836
H -2.961 -1.917 -1.918
H 4.404 -1.771 3.429
N 0.097 3.207 -2.364
C -0.632 2.944 -3.517
C -0.802 3.931 -4.481
C -1.491 3.621 -5.634
C -2.017 2.332 -5.844
C -1.856 1.351 -4.898
C -1.161 1.653 -3.716
S -0.905 0.404 -2.581
N -0.221 1.145 -1.264
C 0.240 2.387 -1.315
C 0.979 2.833 -0.145
C 1.117 4.106 0.246
C 1.878 4.459 1.424
C 2.329 3.494 2.218
C 2.082 2.023 2.000
N 1.533 1.743 0.610
H 0.592 4.089 -2.332
H -0.394 4.923 -4.330
H -1.627 4.380 -6.393
H -2.551 2.116 -6.759
H -2.253 0.356 -5.059
H 0.620 4.907 -0.289
H 2.048 5.503 1.647
H 2.892 3.738 3.111
H 1.308 1.718 2.709
C -1.287 -3.619 -2.953
C -1.111 -2.999 -1.566
O -2.134 -1.134 -0.213
C -3.359 -0.523 0.449
C -3.133 0.928 0.744
H -0.346 -4.043 -3.298
H -1.613 -2.876 -3.685
H -2.024 -4.422 -2.943
H -0.326 -2.239 -1.582
H -0.792 -3.760 -0.853
H -3.563 -1.132 1.323
H -4.125 -0.695 -0.304
H -2.383 1.084 1.516
H -4.082 1.321 1.116
H -2.869 1.489 -0.153
*
```

C32H29CoF6N3O6S4 as an isolated structure at a distorted geometry, computed with ωB97M-V/def2-TZVPD.

## Properties
E_LUMO (alpha / beta) in eV: 3.7 / 3.8
⟨S²⟩: 0.776
Highest occupied orbital energy (alpha / beta) in eV: -0.3 / -0.2

```
! wB97M-V def2-TZVPD RIJCOSX def2/J DEFGRID3
* xyz -2 2
Co -0.075 0.035 0.912
C 1.727 2.680 4.238
C 0.825 1.781 3.431
S 1.509 1.286 1.915
C -0.411 1.421 3.876
C -0.971 1.879 5.198
S -1.494 0.414 2.987
H 2.654 2.820 3.690
H 1.954 2.239 5.209
H 1.261 3.653 4.395
H -0.261 2.468 5.773
H -1.265 1.005 5.780
H -1.869 2.475 5.028
O -3.437 -5.573 -1.694
C -3.759 -4.214 -1.893
C -2.911 -3.217 -1.145
C -3.289 -1.856 -1.211
C -2.493 -0.920 -0.593
N -1.393 -1.197 0.091
C -1.055 -2.529 0.254
C -1.802 -3.533 -0.416
C -0.001 -2.779 1.158
C 0.434 -4.061 1.573
C 1.434 -4.205 2.498
C 1.849 -5.571 2.974
O 0.934 -6.126 3.919
C 2.019 -3.034 3.025
C 1.560 -1.815 2.577
N 0.587 -1.652 1.697
H -2.483 -5.647 -1.813
H -4.807 -4.104 -1.588
H -3.696 -3.979 -2.970
H -4.169 -1.557 -1.758
H -2.779 0.120 -0.644
H -1.479 -4.560 -0.329
H -0.035 -4.938 1.148
H 2.815 -5.538 3.485
H 1.928 -6.260 2.117
H 0.054 -5.847 3.641
H 2.817 -3.089 3.748
H 2.010 -0.911 2.965
C -1.442 6.841 -0.693
C -0.852 5.919 -1.544
C -0.669 4.608 -1.154
C -1.087 4.167 0.107
C -1.684 5.112 0.951
C -1.865 6.421 0.559
C -0.867 2.831 0.631
C -0.666 1.674 -0.035
C -0.920 1.638 -1.475
C 0.016 1.217 -2.422
C -0.330 1.090 -3.754
C -1.605 1.424 -4.185
C -2.532 1.896 -3.270
C -2.198 1.996 -1.935
H -1.560 7.875 -0.995
H -0.518 6.235 -2.524
H -0.182 3.920 -1.824
H -2.012 4.798 1.934
H -2.328 7.129 1.236
H -0.844 2.828 1.714
H 1.022 0.993 -2.105
H 0.403 0.714 -4.454
H -1.877 1.316 -5.228
H -3.527 2.169 -3.606
H -2.922 2.365 -1.221
F 4.183 -2.123 -0.696
C 3.123 -2.746 -1.211
F 3.543 -3.468 -2.261
F 2.715 -3.634 -0.294
S 1.794 -1.509 -1.765
O 1.583 -0.677 -0.624
O 0.719 -2.335 -2.215
N 2.530 -0.858 -2.993
S 3.940 -0.181 -2.818
O 4.151 0.637 -1.670
O 5.024 -1.027 -3.231
C 3.832 1.050 -4.256
F 2.900 1.986 -4.080
F 3.574 0.448 -5.424
F 5.002 1.698 -4.416
*
```

What are the energy relative to the best compared isomer or geometry (same formula, charge and spin) values for these records? In order: 0.0 121.4 529.6 112.7 682.4 110.9 kJ/mol.